This record from OMol25 describes one molecule with the formula C8H7NO3. The level of theory is wB97M-V/def2-TZVPD.

E_LUMO = -1.168 eV
Kohn-Sham gap = 7.9318 eV
Total charge = 0
Multiplicity = 1
E = -16037.44861 eV
Structure (SMILES) = O=[N+]([O-])/C=C/c1ccccc1O
Energy relative to the best compared isomer or geometry (same formula, charge and spin) = 401.3 kJ/mol

The geometry in XYZ format:
```
19
Properties=species:S:1:pos:R:3:mulliken_charge:R:1
O -3.9483 1.2165 -0.2856 -0.55
N -3.6730 0.0892 0.0791 0.87
O -4.5191 -0.8243 0.0536 -0.55
C -2.2948 -0.3412 0.2393 -1.05
C -1.1760 0.4105 -0.0068 -0.20
C 0.1765 0.0634 0.0281 1.21
C 0.6370 -1.2491 -0.1841 -0.32
C 1.9712 -1.5871 -0.1172 -0.60
C 2.8751 -0.5680 0.0821 -0.37
C 2.4521 0.7410 -0.0751 -0.47
C 1.1781 1.0889 0.0133 0.37
O 1.0222 2.4168 0.0872 -0.60
H -2.3196 -1.3482 0.6978 0.35
H -1.4456 1.3875 -0.3670 0.37
H -0.2325 -2.0512 -0.2625 0.15
H 2.2503 -2.6163 -0.3234 0.37
H 3.8994 -0.8673 0.2693 0.37
H 3.1795 1.5654 0.0565 0.33
H -0.0323 2.4734 0.0156 0.33
```

=====

This record from OMol25 describes one molecule with the formula C8H7NO3S. The level of theory is wB97M-V/def2-TZVPD.

E_LUMO = 0.660 eV
Kohn-Sham gap = 10.1614 eV
Total charge = 0
Multiplicity = 1
E = -26872.79593 eV
Energy relative to the best compared isomer or geometry (same formula, charge and spin) = 296.4 kJ/mol

The geometry in XYZ format:
```
20
Properties=species:S:1:pos:R:3:mulliken_charge:R:1
C -1.4805 -1.4619 0.2262 -0.19
C -0.9049 -2.1624 -0.8988 -0.75
C -0.7807 -0.5820 0.9804 -1.06
C 0.3910 -1.9412 -1.3121 -0.53
C 0.5365 -0.3742 0.4927 0.57
C 1.1202 -1.0111 -0.5726 0.33
C 1.4789 0.6603 1.0711 -0.03
C 1.2766 2.0740 0.5790 -0.45
N 1.0882 2.2730 -0.6530 -0.13
O 2.7634 0.2837 0.6292 -0.43
O 3.5829 -1.6253 -0.6944 -0.53
O 1.0163 3.5542 -1.1533 -0.45
S 2.8559 -0.4279 -0.8713 0.51
H -2.5505 -1.5597 0.5794 0.28
H -1.6476 -2.7398 -1.2754 0.44
H -1.1043 -0.0671 1.7500 0.65
H 0.9707 -2.3049 -2.0886 0.52
H 1.6468 0.8275 2.1892 0.33
H 1.3367 2.8097 1.2602 0.60
H 1.2463 3.6045 -2.0560 0.34
```

=====

This record from OMol25 describes an isolated ion of composition C8H7O3S2 and charge -1. The level of theory is wB97M-V/def2-TZVPD.

E_LUMO (spin up / spin down) = 2.832 / 2.718 eV
Kohn-Sham gap (spin up / spin down) = 6.8934 / 6.9851 eV
Total charge = -1
Multiplicity = 1
E = -36219.10508 eV
Energy relative to the best compared isomer or geometry (same formula, charge and spin) = 342.7 kJ/mol

The geometry in XYZ format:
```
20
Properties=species:S:1:pos:R:3:mulliken_charge:R:1
C 2.3332 0.3011 2.3893 -0.59
C 1.3205 0.1465 1.4793 -0.20
C 3.5517 -0.1929 1.8621 -0.37
C 1.6338 -0.4222 0.3065 0.69
C 0.8591 -0.6997 -0.7921 -0.96
C -0.7792 -0.1032 -1.2655 0.13
C -1.2803 -0.5389 -2.6576 0.48
C -3.1527 0.3951 -0.2600 -0.92
O -0.9982 -1.6724 -3.0669 -0.74
O -1.9529 0.3878 -3.0488 -0.64
O -0.9943 1.7897 0.5567 -0.66
S 3.3498 -0.8318 0.2680 -0.16
S -1.5587 1.3410 -0.7489 0.38
H 2.1785 0.5263 3.3998 0.41
H 0.3690 0.6090 1.6985 0.50
H 4.4971 -0.5016 2.3033 0.37
H 0.9967 -1.2664 -1.7267 0.34
H -3.8780 1.1687 -0.1684 0.35
H -2.9910 -0.3849 0.6499 0.23
H -3.5043 -0.0509 -1.1786 0.36
```

=====

This record from OMol25 describes a 2-piece molecular cluster, C8H8 overall. The level of theory is wB97M-V/def2-TZVPD.

E_LUMO = 0.867 eV
Kohn-Sham gap = 9.9827 eV
Total charge = 0
Multiplicity = 1
E = -8421.75176 eV
Structure (SMILES) = c1ccccc1.C#C
Energy relative to the best compared isomer or geometry (same formula, charge and spin) = 315.4 kJ/mol

The geometry in XYZ format:
```
16
Properties=species:S:1:pos:R:3:mulliken_charge:R:1
C 0.1923 -0.5306 1.0700 -0.35
C 0.4041 0.8669 0.8800 -0.20
C 1.3378 1.4288 -0.1798 -0.61
C 2.0461 0.4212 -0.7915 0.09
C 1.9475 -0.9012 -0.4155 -0.55
C 0.8547 -1.4037 0.3048 -0.15
H -0.5337 -0.9585 1.7740 0.35
H -0.3163 1.5158 1.4960 0.37
H 1.4811 2.5629 -0.2210 0.29
H 2.8443 0.6528 -1.6132 0.23
H 2.5451 -1.4277 -1.1980 0.25
H 0.5283 -2.4769 0.3270 0.30
C -3.0577 0.4001 0.0442 -0.46
C -3.7046 -0.2093 -0.7621 -0.22
H -2.3476 0.9588 0.6141 0.24
H -4.2213 -0.8995 -1.3288 0.43
```

=====

This record from OMol25 describes a 2-piece molecular cluster, C8H8 overall. The level of theory is wB97M-V/def2-TZVPD.

E_LUMO = 0.978 eV
Kohn-Sham gap = 10.4203 eV
Total charge = 0
Multiplicity = 1
E = -8421.76431 eV
Structure (SMILES) = c1ccccc1.C#C
Energy relative to the best compared isomer or geometry (same formula, charge and spin) = 314.2 kJ/mol

The geometry in XYZ format:
```
16
Properties=species:S:1:pos:R:3:mulliken_charge:R:1
C 1.6752 -0.1077 -0.5667 -0.07
C 0.7754 -0.3945 -1.6584 -0.36
C -0.3759 -1.1979 -1.3134 -0.24
C -0.7301 -1.5157 0.0660 -0.25
C 0.0908 -0.9978 1.0780 -0.25
C 1.2490 -0.2911 0.7661 -0.40
H 2.7701 0.1704 -0.9071 0.24
H 1.0903 -0.2745 -2.7650 0.28
H -1.0541 -1.4686 -2.0996 0.36
H -1.6410 -2.1532 0.1516 0.30
H -0.0255 -1.0472 2.2099 0.27
H 1.8887 -0.0662 1.6112 0.34
C -1.0477 1.7563 0.7970 -0.27
C -1.7061 2.7863 0.8690 0.04
H -0.5412 0.7351 0.6327 -0.31
H -2.0701 3.8768 0.9411 0.33
```

=====

This record from OMol25 describes C8H8Br2HgO6 as an isolated structure. The level of theory is wB97M-V/def2-TZVPD.

E_LUMO (spin up / spin down) = 2.335 / 0.489 eV
Kohn-Sham gap (spin up / spin down) = 7.7934 / 6.6034 eV
Total charge = -1
Multiplicity = 2
E = -164972.14699 eV
Energy relative to the best compared isomer or geometry (same formula, charge and spin) = 22.9 kJ/mol

The geometry in XYZ format:
```
25
Properties=species:S:1:pos:R:3:lowdin_spin:R:1
Hg 1.1099 1.1373 -1.2863 0.00
Br 3.8794 -0.8889 -1.5103 0.00
C 3.2271 0.8973 -1.0794 0.00
Br -0.7257 2.8733 -2.0081 0.00
H 3.7660 1.5680 -1.7396 0.00
H 3.5365 1.0755 -0.0556 0.00
O -2.8335 -4.3107 -1.3143 0.09
C -2.1041 -3.3502 -1.3544 0.03
C -0.9983 -3.1079 -2.3681 0.03
O -0.7137 -3.8424 -3.2846 0.11
C -0.3583 -1.7990 -2.0136 0.07
C -1.0640 -1.2410 -0.8397 0.10
O -0.7960 -0.1494 -0.3225 0.18
C -2.1065 -2.1904 -0.3818 0.05
O -2.8274 -2.0798 0.5882 0.15
O 0.6034 -1.2680 -2.5613 0.18
C -0.5679 2.0917 3.1972 0.00
C -0.0296 2.0726 1.7775 0.00
O 0.9783 1.0711 1.6061 0.00
H -1.2944 2.8975 3.3177 0.00
H 0.2416 2.2398 3.9138 0.00
H -1.0702 1.1497 3.4284 0.00
H 0.4539 3.0196 1.5390 0.00
H -0.8426 1.9169 1.0655 0.00
H 0.5361 0.2176 1.6860 0.00
```

=====

This record from OMol25 describes one molecule with the formula C8H8Br2INO3. The level of theory is wB97M-V/def2-TZVPD.

E_LUMO = 0.073 eV
Kohn-Sham gap = 9.9021 eV
Total charge = 0
Multiplicity = 1
E = -164244.18950 eV
Structure (SMILES) = O=C(Br)C[C@H]1[C@H](CC(=O)Br)NC(=O)[C@@H]1I

The geometry in XYZ format:
```
23
Properties=species:S:1:pos:R:3:mulliken_charge:R:1
O -3.2038 1.1230 -0.3135 -0.42
C -2.4290 1.5571 0.4625 0.33
Br -2.9885 2.8590 1.8005 -0.18
C -0.9493 1.2551 0.5207 -0.94
C -0.6174 -0.1473 0.0553 0.23
C 0.8483 -0.4868 -0.2659 0.00
C 1.6021 0.3070 -1.3389 -0.81
C 2.7547 1.0951 -0.7679 0.32
O 3.8992 0.8292 -0.8590 -0.43
Br 2.2160 2.6803 0.2544 -0.18
N 0.7977 -1.9313 -0.5840 -0.48
C -0.1841 -2.4753 0.3011 0.47
O -0.4241 -3.6345 0.4166 -0.53
C -0.8627 -1.3082 1.0277 -0.80
I -2.8224 -1.7562 1.6569 0.17
H -0.5151 1.9863 -0.1731 0.40
H -0.5299 1.4859 1.5005 0.51
H -1.1728 -0.3568 -0.8692 0.33
H 1.4091 -0.4400 0.6769 0.36
H 0.9342 0.9724 -1.8907 0.46
H 2.0740 -0.3986 -2.0263 0.36
H 0.4618 -2.0988 -1.5315 0.32
H -0.2979 -1.1169 1.9470 0.51
```

=====

This record from OMol25 describes C8H8BrCrNO8S2 as an isolated structure. The level of theory is wB97M-V/def2-TZVPD.

E_LUMO (spin up / spin down) = 4.737 / 4.737 eV
Kohn-Sham gap (spin up / spin down) = 6.4077 / 7.3373 eV
Total charge = -2
Multiplicity = 5
E = -146436.22517 eV
Energy relative to the best compared isomer or geometry (same formula, charge and spin) = 0.0 kJ/mol

The geometry in XYZ format:
```
29
Properties=species:S:1:pos:R:3:lowdin_spin:R:1
Cr -0.4804 -0.7482 -0.1967 3.81
O -1.1814 -3.0185 0.7922 0.03
S -1.4910 -2.2411 1.9787 0.01
O -2.7178 -2.6354 2.6396 0.00
O -1.4058 -0.7977 1.6824 0.02
C -0.2289 -2.5101 3.2398 0.00
C -0.5809 -3.3322 4.3027 0.00
C 0.2623 -3.4909 5.3907 0.00
C 1.4617 -2.8096 5.4415 0.00
C 1.8359 -1.9996 4.3831 0.00
C 1.0069 -1.8479 3.2761 0.00
S 1.6537 -0.8765 1.9126 0.01
O 1.2034 -1.6196 0.7162 0.02
O 3.0930 -0.8809 2.0947 0.00
O 1.0896 0.4523 2.0148 0.01
H -1.5434 -3.8247 4.2592 0.00
H -0.0183 -4.1488 6.2062 0.00
H 2.1064 -2.9081 6.3071 0.00
H 2.7820 -1.4715 4.3769 0.00
N 1.5115 1.3130 -0.9772 0.02
C 2.3542 0.3718 -1.7117 0.00
C 1.5552 -0.7032 -2.4784 0.01
O 2.0716 -1.1417 -3.5213 0.01
O 0.4359 -1.0783 -1.9901 0.02
H 1.4007 2.1968 -1.4432 0.00
H 1.8132 1.4618 -0.0284 0.00
H 2.9852 -0.1635 -1.0030 0.00
H 3.0013 0.8570 -2.4399 0.00
Br -2.3589 0.4229 -1.1883 0.03
```

=====

This record from OMol25 describes C8H8CaN2O4S as an isolated structure. The level of theory is wB97M-V/def2-TZVPD.

E_LUMO = -9.668 eV
Kohn-Sham gap = 5.3991 eV
Total charge = +2
Multiplicity = 1
E = -48844.86231 eV

The geometry in XYZ format:
```
24
Properties=species:S:1:pos:R:3:mulliken_charge:R:1
Ca 0.7337 0.1513 -2.0571 1.17
C 0.7441 1.9643 -2.6925 -0.21
O 0.7493 3.0219 -3.0358 -0.01
C 0.7325 -0.4318 -3.9806 -0.15
O 0.7307 -0.7170 -5.0570 -0.01
C -1.2277 0.1368 -2.1059 0.18
O -2.3364 0.1788 -2.1184 -0.04
C 2.6988 0.1186 -2.1072 0.11
O 3.8042 0.1504 -2.1199 -0.01
H 0.7278 -1.4270 -1.1726 0.06
H 0.7266 -1.6803 -1.9632 0.26
C 0.2311 -1.8170 2.1332 -0.75
N -0.4793 -0.5151 2.1737 0.23
C -1.5684 -0.1988 2.9461 -0.04
C -1.8829 1.1032 2.7258 -0.60
N -0.9925 1.6176 1.8079 0.02
C -0.1449 0.6022 1.4760 0.24
S 1.1767 0.7828 0.5333 -0.49
H 0.1920 -2.2216 1.1127 0.25
H 1.2756 -1.6740 2.4421 0.34
H -0.2587 -2.5242 2.8246 0.32
H -2.0348 -0.8886 3.6089 0.45
H -2.6489 1.6794 3.1701 0.46
H -0.9483 2.5879 1.4560 0.25
```

=====

This record from OMol25 describes one molecule with the formula C8H8Cl3NO2. The level of theory is wB97M-V/def2-TZVPD.

E_LUMO (spin up / spin down) = -0.457 / -0.457 eV
Kohn-Sham gap (spin up / spin down) = 7.8882 / 7.8890 eV
Total charge = 0
Multiplicity = 1
E = -51573.45629 eV
Energy relative to the best compared isomer or geometry (same formula, charge and spin) = 31.8 kJ/mol

The geometry in XYZ format:
```
22
Properties=species:S:1:pos:R:3:mulliken_charge:R:1
C 2.5028 0.1855 -0.9241 0.63
C 1.7220 -0.8310 -1.1962 -0.61
C 2.1898 0.7217 0.4035 -0.39
C -0.7686 1.2981 0.4737 -0.49
C -1.1417 -0.8677 1.2012 -0.74
C -1.2541 0.9346 -0.8246 -0.50
C -1.7151 -1.1714 -0.2037 -0.42
C 1.1064 -0.1541 1.0060 1.36
N -0.1705 0.1304 1.0317 -0.05
O 2.4697 1.7596 0.9843 -0.57
O -2.2163 -0.0753 -0.8987 -0.38
Cl 3.8196 1.0164 -1.6668 -0.20
Cl 1.7202 -1.6177 -2.7112 -0.17
Cl 1.6342 -1.4960 1.9822 -0.17
H 0.1752 1.9747 0.3262 0.30
H -1.4613 1.6827 1.2731 0.33
H -2.0348 -0.4472 1.6644 0.30
H -0.8301 -1.8091 1.6517 0.45
H -1.7174 1.8086 -1.3864 0.32
H -0.4312 0.6314 -1.3599 0.36
H -1.0390 -1.7110 -0.8374 0.30
H -2.5597 -1.9630 0.0111 0.33
```

=====

This record from OMol25 describes one molecule with the formula C8H8ClN3O. The level of theory is wB97M-V/def2-TZVPD.

E_LUMO (spin up / spin down) = 0.207 / -4.339 eV
Kohn-Sham gap (spin up / spin down) = 7.6497 / 6.3271 eV
Total charge = 0
Multiplicity = 3
E = -27460.35710 eV

The geometry in XYZ format:
```
21
Properties=species:S:1:pos:R:3:lowdin_spin:R:1
C -3.9214 -0.2959 -1.4976 0.01
C -1.3091 -1.2924 0.4969 0.36
C -1.1190 0.0584 0.0738 0.14
C -3.6209 -0.9124 0.9128 0.13
C -3.6283 0.1228 -0.1556 0.08
C -0.1660 -2.3278 0.5052 0.07
C 0.2900 2.1123 -0.2915 0.00
C 0.2743 0.6382 -0.0190 0.02
N -4.0847 -0.5256 -2.6030 0.02
N -2.4770 -1.7573 0.8876 0.51
N -2.1018 0.7938 -0.2340 0.26
O -4.4229 -1.0637 1.7932 0.33
Cl -4.7312 1.4034 0.2602 0.03
H 0.5936 -1.9821 1.1771 0.01
H 0.3537 -2.3315 -0.5728 0.01
H -0.6421 -3.3076 0.7551 0.00
H -0.4626 2.6247 0.3114 0.00
H -0.1015 2.4737 -1.3325 0.00
H 1.3618 2.6231 -0.1945 0.00
H 0.7269 0.2974 0.9629 0.00
H 0.9493 0.1563 -0.7592 0.00
```

=====

This record from OMol25 describes one molecule with the formula C8H8ClN3S. The level of theory is wB97M-V/def2-TZVPD.

E_LUMO (spin up / spin down) = 0.636 / -2.267 eV
Kohn-Sham gap (spin up / spin down) = 6.0162 / 7.0851 eV
Total charge = 0
Multiplicity = 3
E = -36248.66433 eV

The geometry in XYZ format:
```
21
Properties=species:S:1:pos:R:3:lowdin_spin:R:1
C -2.4938 -1.4643 -0.2119 0.22
C -1.5929 -1.1435 -1.1783 0.16
C -2.1138 -1.6392 1.1442 0.18
C -0.2658 -1.0328 -0.7305 0.19
C 0.0303 -1.2531 0.6725 0.07
C 0.7297 -0.5496 -1.5765 0.25
C 2.7284 -0.5794 -0.2130 0.05
C 2.3940 2.2143 0.4292 0.00
N -0.8826 -1.5863 1.5952 0.12
N 1.9605 -0.3063 -1.2303 0.25
N 1.2290 -1.2177 1.1156 0.39
S 3.4756 0.7529 0.7139 0.04
Cl 3.5882 -2.0723 -0.2585 0.05
H -3.6011 -1.5660 -0.4901 0.01
H -2.0104 -1.0533 -2.1082 0.01
H -2.9816 -1.9062 1.7390 0.01
H 0.6266 -0.2558 -2.6490 0.01
H 2.6180 2.7664 1.2779 0.00
H 1.4226 1.8268 0.6503 0.00
H 2.5503 2.4768 -0.6356 0.00
H 1.2920 -1.0829 2.0875 0.01
```